# 1
Molecular formula: C8H16AgN3OS3
Method: DFT, ωB97M-V/def2-TZVPD

Structure (XYZ):
```
32
Properties=species:S:1:pos:R:3:forces:R:3:lowdin_charge:R:1
Ag -0.520 0.151 -0.006 -0.2279 0.1739 -0.0860 0.451
S -2.319 -1.547 -0.220 0.0291 0.1502 -0.1910 0.449
C -1.582 -2.401 1.017 0.2739 -0.0753 0.2978 -0.936
N -1.016 -2.947 1.869 -0.1122 -0.0703 -0.0469 0.030
C 4.745 -0.390 0.351 -0.0335 -0.0105 -0.0342 -0.131
C 4.038 0.286 1.510 -0.0002 -0.1017 0.1538 -0.399
S 2.251 0.040 1.605 0.2598 -0.2115 0.6722 0.916
O 1.738 0.390 0.239 -0.2646 0.1799 -0.6648 -0.634
C 2.121 -1.769 1.756 0.1286 -0.0398 0.0823 -0.388
C 2.029 -2.508 0.432 0.0091 0.0338 0.0180 -0.136
H 5.752 0.016 0.250 -0.0074 -0.0012 -0.0141 0.077
H 4.207 -0.211 -0.580 0.0200 0.0042 0.0067 0.076
H 4.832 -1.464 0.506 -0.0032 0.0028 -0.0010 0.067
H 4.144 1.371 1.470 -0.0495 0.0154 -0.0544 0.085
H 4.419 -0.033 2.484 -0.0067 -0.0040 -0.0332 0.088
H 1.211 -1.941 2.333 -0.0061 0.0221 -0.0179 0.048
H 2.971 -2.089 2.366 -0.0335 0.0163 -0.0210 0.089
H 1.197 -2.125 -0.158 0.0106 -0.0389 -0.0244 0.043
H 1.829 -3.559 0.637 -0.0290 0.0169 0.0059 0.083
H 2.937 -2.430 -0.161 0.0029 0.0163 -0.0138 0.059
S -1.435 2.614 0.280 0.1434 -0.0312 -0.0853 0.569
C -2.750 2.240 -0.701 -0.1110 -0.0115 0.0787 -0.914
N -2.949 2.695 -1.952 -0.0382 0.0107 0.0729 0.020
C -4.272 2.325 -2.445 0.0258 0.0091 -0.0329 -0.137
C -4.595 1.136 -1.534 -0.0378 -0.0394 -0.0344 -0.147
N -3.786 1.450 -0.361 0.0968 0.0207 0.0086 0.000
H -2.411 3.478 -2.279 -0.0186 -0.0018 -0.0609 0.134
H -4.247 2.051 -3.496 0.0026 0.0096 -0.0096 0.117
H -4.990 3.137 -2.302 0.0273 0.0305 0.0086 0.119
H -4.278 0.190 -1.982 0.0205 0.0038 0.0176 0.107
H -5.653 1.077 -1.291 -0.0049 -0.0148 0.0296 0.119
H -3.621 0.765 0.365 -0.0662 -0.0643 -0.0269 0.075
```
Forces are in eV/Å.

* energy: -1895.487631 a.u.
* E_HOMO: -8.00 eV

***

# 2
Molecular formula: C25H39NO5S
Method: DFT, ωB97M-V/def2-TZVPD

Structure (XYZ):
```
71
Properties=species:S:1:pos:R:3:forces:R:3:lowdin_charge:R:1
C -2.607 -0.107 0.987 -0.2816 -0.4341 -1.3450 -0.088
C -2.701 -1.553 0.286 0.4120 -3.1607 -1.0277 -0.156
C -3.937 -2.036 -0.549 2.2898 -2.3230 0.2344 -0.030
C -4.021 -3.463 -1.203 3.2756 0.9186 1.7021 -0.064
C -2.809 -4.460 -1.070 0.1023 4.1957 2.0526 -0.066
C -1.598 -3.960 -0.251 -2.2975 1.6086 -0.5330 -0.037
C -1.507 -2.537 0.422 -2.4847 -1.6506 -2.0290 -0.136
C -0.152 -2.218 1.201 -1.6915 0.3176 0.1256 -0.153
C 0.792 -1.118 0.513 1.1495 -0.9274 2.4596 -0.256
C 2.115 -1.005 1.477 0.6340 0.5428 -0.7386 -0.224
C 2.961 0.309 1.017 -0.3909 0.7478 0.6351 -0.212
C 2.341 1.646 1.463 3.5411 1.1575 -2.4107 0.001
C 3.108 2.944 0.993 1.3543 -5.6394 -1.0714 -0.014
C 4.374 2.580 0.146 -1.0626 -0.6859 0.7786 -0.054
C 4.866 1.156 -0.170 -3.1007 1.3671 1.7889 -0.083
N 4.135 0.022 0.281 -1.0620 4.2907 0.9022 0.066
C 2.978 -2.363 1.421 0.2332 -0.9732 -0.0269 -0.134
C 2.833 -3.203 0.052 0.1858 -1.3684 0.4867 -0.218
O 2.915 -2.363 -1.149 -2.7858 0.6747 2.0201 -0.241
S 1.428 -1.555 -1.172 -0.8901 3.7560 -7.3099 0.793
O 1.713 -0.221 -1.878 -0.1119 -3.5802 3.2444 -0.349
O 0.462 -2.300 -2.047 2.2139 0.4361 3.3939 -0.307
H -3.654 0.286 1.233 1.5371 -0.6611 -0.1783 0.084
H -1.934 -0.106 1.913 -1.0722 -0.1212 -1.2741 0.064
H -2.169 0.620 0.203 -0.5643 -1.0337 1.2898 0.092
H -4.821 -1.326 -0.693 1.4426 -1.1533 0.3009 0.088
H -4.937 -3.797 -1.812 1.5464 0.8069 1.1409 0.084
H -2.797 -5.503 -1.543 -0.1240 1.8493 0.8066 0.088
H -0.694 -4.670 -0.155 -1.5844 1.3557 -0.1234 0.094
H -0.465 -1.774 2.226 0.6706 -0.5543 -1.5908 0.130
H 0.373 -3.207 1.450 -0.6250 1.5925 -0.6229 0.113
H 0.329 -0.063 0.468 0.5922 -1.8937 -0.5604 0.142
H 1.742 -0.857 2.555 0.4887 -0.0916 -1.7018 0.146
H 1.371 1.724 2.075 1.7317 -0.3623 -1.0425 0.094
H 2.778 4.001 1.243 0.6053 -1.6396 -0.4803 0.090
H 4.992 3.453 -0.279 -1.0536 -1.5480 0.7788 0.087
H 5.814 0.972 -0.792 -1.7398 0.3617 1.1426 0.114
H 4.106 -2.205 1.584 -1.9078 0.1834 -0.1971 0.121
H 2.619 -3.076 2.262 0.5415 1.1667 -1.3301 0.125
H 1.840 -3.801 -0.002 1.4998 0.9939 0.1937 0.111
H 3.660 -4.001 -0.070 -1.2252 1.5178 0.3700 0.145
C -1.971 0.908 -6.860 -0.1008 -0.1192 0.0371 -0.086
C -0.669 1.676 -6.727 0.0377 0.0053 0.1637 -0.286
O -0.357 2.037 -5.388 -0.0654 0.2506 -0.1134 -0.166
C -0.200 0.963 -4.465 0.1109 -0.1388 0.0227 -0.271
C 0.910 -0.002 -4.838 0.0348 -0.0696 -0.2960 -0.082
H -2.802 1.488 -6.449 0.0650 -0.0027 -0.0553 0.079
H -2.180 0.694 -7.913 0.0205 0.0450 0.0808 0.075
H -1.941 -0.044 -6.327 0.0361 -0.0061 -0.0782 0.065
H -0.750 2.611 -7.288 0.0668 0.0304 0.2054 0.115
H 0.165 1.122 -7.172 -0.0551 -0.0980 -0.0006 0.104
H -1.152 0.438 -4.333 0.0125 -0.0824 -0.0427 0.108
H 0.037 1.417 -3.499 -0.0219 0.1093 -0.1706 0.112
H 0.718 -0.496 -5.794 -0.0701 -0.0106 0.0179 0.067
H 1.011 -0.774 -4.078 -0.0254 0.0948 -0.0242 0.040
H 1.863 0.527 -4.929 -0.0783 -0.0233 0.0879 0.088
C -2.131 2.901 3.330 0.1122 0.0910 -0.0523 -0.077
C -2.394 1.972 4.501 0.0375 0.0185 -0.0016 -0.276
O -1.265 1.183 4.863 0.0031 -0.1971 -0.0792 -0.170
C -0.101 1.895 5.265 -0.0532 0.0275 0.0436 -0.285
C -0.319 2.780 6.480 -0.1290 0.0709 0.0720 -0.078
H -1.802 2.331 2.456 -0.0745 0.0281 0.0331 0.059
H -3.040 3.449 3.068 0.0777 -0.0789 0.0133 0.083
H -1.354 3.633 3.555 -0.0829 0.0477 0.0237 0.068
H -3.185 1.270 4.225 0.1948 -0.1072 0.0926 0.116
H -2.763 2.525 5.371 0.0368 0.0706 -0.0378 0.107
H 0.298 2.471 4.423 -0.0103 0.1072 0.0243 0.094
H 0.653 1.142 5.508 -0.1901 -0.0872 -0.0935 0.118
H -1.058 3.561 6.289 0.0982 0.0261 -0.0214 0.067
H 0.616 3.269 6.767 -0.0591 -0.0668 -0.0269 0.079
H -0.681 2.187 7.325 0.0798 0.0258 -0.0775 0.085
```
Forces are in eV/Å.

* energy: -1804.749465 a.u.
* E_HOMO: -8.53 eV
* energy relative to the best compared isomer or geometry (same formula, charge and spin): 0.00 kcal/mol
* SMILES: Cc1ccccc1C[C@H]1[C@H](c2ccccn2)CCOS1(=O)=O.CCOCC.CCOCC

***

# 3
Molecular formula: C13H6F5N3OPdS
Method: DFT, ωB97M-V/def2-TZVPD

Structure (XYZ):
```
30
Properties=species:S:1:pos:R:3:forces:R:3:lowdin_charge:R:1
Pd -0.645 0.157 0.569 -0.1519 0.4481 -0.2890 0.774
F 1.896 3.018 -5.304 -0.0187 -0.0142 0.0699 0.254
C 1.555 2.805 -4.076 0.0251 0.0463 -0.0578 -0.061
C 1.080 1.525 -3.708 -0.0462 -0.0821 0.1107 -0.113
F 1.006 0.584 -4.616 0.0075 0.0562 0.0331 0.205
C 0.717 1.292 -2.411 -0.0551 -0.1263 -0.0316 -0.201
F 0.290 0.078 -2.075 0.0370 0.1076 -0.0233 0.087
C 0.801 2.308 -1.421 -0.0875 -0.1662 0.3337 -0.438
S 0.420 2.163 0.238 -0.0406 -0.0873 -0.4075 0.926
C 1.290 3.586 -1.835 0.0767 0.1688 -0.0762 -0.212
F 1.374 4.537 -0.934 0.0067 -0.0341 -0.0643 0.153
C 1.659 3.838 -3.133 -0.0200 0.0404 0.1441 -0.115
F 2.097 5.016 -3.500 -0.0144 -0.0561 0.0012 0.207
N -4.400 1.795 -0.050 0.0454 0.0874 0.0088 0.171
C -3.090 1.995 0.080 0.0432 0.0336 0.0667 -0.115
N -2.421 0.857 -0.042 0.0572 -0.0454 0.0442 -0.074
C -3.366 -0.151 -0.250 -0.1935 -0.0936 -0.0674 -0.229
C -3.202 -1.523 -0.448 -0.0514 0.0823 -0.0178 -0.024
C -4.354 -2.266 -0.604 0.0772 -0.0279 -0.0088 -0.041
C -5.623 -1.666 -0.593 -0.0685 0.1027 0.0101 -0.032
C -5.790 -0.305 -0.428 0.0226 -0.0534 -0.0082 0.030
C -4.630 0.439 -0.247 0.1103 -0.1983 -0.0190 -0.164
H -5.101 2.520 -0.001 0.0048 0.0046 -0.0017 0.190
H -2.652 2.961 0.272 -0.0042 -0.0037 0.0155 0.143
H -2.226 -1.994 -0.522 -0.0072 0.0040 0.0279 0.105
H -4.281 -3.333 -0.759 0.0019 0.0001 0.0001 0.124
H -6.495 -2.290 -0.733 -0.0066 0.0026 0.0002 0.126
H -6.770 0.152 -0.443 -0.0052 -0.0028 0.0033 0.131
O 1.917 -0.583 1.711 -0.1612 -0.0266 -0.2113 0.208
N 0.957 -0.756 1.160 0.4166 -0.1665 0.4142 -0.015
```
Forces are in eV/Å.

* multiplicity: 3
* ⟨S²⟩: 2.0540
* energy: -1763.164081 a.u.
* E_HOMO (alpha / beta): -15.41 / -15.39 eV
* total charge: +2

***

# 4
Molecular formula: C4H7NO2
Method: DFT, ωB97M-V/def2-TZVPD

Structure (XYZ):
```
14
Properties=species:S:1:pos:R:3:forces:R:3:lowdin_charge:R:1
C -0.588 -1.850 0.078 -0.1431 -0.1753 0.0593 0.007
C -0.918 -0.389 -0.172 -0.3017 -0.4739 -0.7347 -0.451
O -1.983 0.026 -0.542 0.2677 -0.1122 0.6961 0.136
N 0.218 0.464 -0.001 0.2614 0.1768 -0.1933 -0.089
C 0.176 1.642 0.858 0.1129 0.2455 0.0160 -0.031
C 1.122 0.341 -1.040 0.2190 0.1187 0.3462 -0.310
O 0.894 -0.228 -2.084 0.1030 -0.0928 0.5284 0.065
H -0.806 -2.461 -0.799 -0.0976 0.2175 0.0205 0.093
H -1.230 -2.201 0.888 -0.0346 -0.0022 -0.0136 0.087
H 0.454 -2.019 0.369 -0.2480 0.2262 -0.1044 0.085
H 1.007 2.290 0.581 0.0059 0.0120 -0.0035 0.085
H -0.746 2.214 0.713 0.0969 -0.2149 -0.0762 0.095
H 0.289 1.413 1.926 -0.1115 -0.2100 -0.2852 0.089
H 2.111 0.758 -0.777 -0.1304 0.2846 -0.2559 0.141
```
Forces are in eV/Å.

* energy: -361.844603 a.u.
* E_HOMO: -10.04 eV
* energy relative to the best compared isomer or geometry (same formula, charge and spin): 22.75 kcal/mol
* SMILES: CC(=O)N(C)C=O

***

# 5
Molecular formula: C3H3Cl2F
Method: DFT, ωB97M-V/def2-TZVPD

Structure (XYZ):
```
9
Properties=species:S:1:pos:R:3:forces:R:3:lowdin_charge:R:1
F -1.500 0.673 -0.907 -0.4825 -0.6092 -0.6559 -0.012
C -0.698 -0.259 -0.285 -0.3907 1.8376 -0.3351 -0.946
Cl -1.363 -1.833 -0.204 -0.0103 -0.2436 -0.1788 0.745
C -0.041 0.410 0.837 1.8446 -3.5186 0.1777 -0.091
C 0.735 0.141 -0.449 -1.2095 0.1195 -0.0034 -0.699
Cl 1.967 -1.014 -0.430 1.1861 -1.1212 0.0133 0.687
H -0.272 1.384 1.084 -0.6001 1.6421 0.8129 0.093
H 0.264 -0.404 1.535 -0.2194 1.4503 0.2024 0.120
H 0.908 0.902 -1.182 -0.1181 0.4431 -0.0331 0.102
```
Forces are in eV/Å.

* energy: -1136.311777 a.u.
* E_HOMO: -10.28 eV
* energy relative to the best compared isomer or geometry (same formula, charge and spin): 16.06 kcal/mol
* SMILES: F[C@]1(Cl)C[C@H]1Cl

***

# 6
Molecular formula: C5H3NO2
Method: DFT, ωB97M-V/def2-TZVPD

Structure (XYZ):
```
11
Properties=species:S:1:pos:R:3:forces:R:3:lowdin_charge:R:1
C 1.710 -0.436 -0.161 6.8822 5.8130 1.8667 -0.167
C 1.077 0.851 -0.128 0.5697 -4.3280 -0.1706 0.044
C -0.271 0.466 0.019 -1.1116 -0.2511 0.8124 -0.175
C -1.689 0.660 0.053 -1.8438 -1.7310 -1.4782 -0.018
C -0.168 -0.870 0.107 -4.3392 -3.7816 -0.9066 -0.332
H 2.756 -0.521 0.348 -1.4788 0.0125 -1.9395 0.163
H 1.504 1.785 -0.200 1.0868 1.5672 -0.0202 0.081
H -2.182 1.630 0.220 -0.1032 -0.8048 -0.5519 0.116
N -2.406 -0.533 -0.190 4.1267 3.1074 2.3866 0.113
O -1.346 -1.511 -0.044 -0.1222 0.1499 -0.5354 0.011
O 1.015 -1.519 -0.023 -3.6667 0.2465 0.5367 0.164
```
Forces are in eV/Å.

* energy: -397.404275 a.u.
* E_HOMO: -8.88 eV
* energy relative to the best compared isomer or geometry (same formula, charge and spin): 80.56 kcal/mol

***

# 7
Molecular formula: C2H3F4N
Method: DFT, ωB97M-V/def2-TZVPD

Structure (XYZ):
```
10
Properties=species:S:1:pos:R:3:forces:R:3:lowdin_charge:R:1
C -0.107 -0.935 1.039 1.1048 0.3659 2.5442 0.008
N 0.118 -0.002 0.247 -0.9811 1.1936 -2.3239 0.116
C -1.122 0.530 -0.349 1.6399 2.5231 -1.1065 -0.695
F -1.579 1.655 0.251 0.1651 -0.8857 0.9553 0.129
F -2.066 -0.343 -0.453 -1.4726 -1.1663 0.3544 0.181
F -0.897 0.990 -1.608 0.7324 -0.7692 0.1292 0.111
H 0.729 -1.346 1.595 0.2403 -0.3946 -0.4171 0.091
H -1.043 -1.062 1.522 -1.2672 -0.8415 -0.2176 0.089
F 3.445 0.108 -1.248 -3.0921 0.9954 0.8545 -0.152
H 2.522 0.404 -0.997 2.9306 -1.0207 -0.7725 0.122
```
Forces are in eV/Å.

* energy: -532.203365 a.u.
* E_HOMO: -11.86 eV
* energy relative to the best compared isomer or geometry (same formula, charge and spin): 14.89 kcal/mol
* SMILES: C=NC(F)(F)F.F

***

# 8
Molecular formula: C19H21BiN3O2S
Method: DFT, ωB97M-V/def2-TZVPD

Structure (XYZ):
```
47
Properties=species:S:1:pos:R:3:forces:R:3:lowdin_charge:R:1
Bi -0.075 0.014 0.316 2.4061 0.0740 -2.6839 1.641
C -0.870 3.499 -1.681 0.0777 -0.0721 -0.0349 -0.024
C -1.293 3.233 -0.269 -0.0562 -0.3800 -0.0922 -0.297
C -1.469 4.290 0.617 -0.1459 -0.0450 0.4726 0.007
C -1.872 4.028 1.914 0.1199 0.1840 -0.2415 -0.009
C -2.103 2.717 2.307 -0.0300 -0.3192 -0.1056 0.016
C -1.926 1.708 1.382 -0.4663 1.3111 -0.0907 -0.268
N -1.520 1.957 0.082 -1.0284 0.9174 1.7070 0.012
C -2.208 0.265 1.714 -0.6522 -0.2568 0.8003 -0.303
C -3.398 -0.327 1.318 0.0536 -0.0372 -0.0631 0.022
C -3.460 -1.714 1.238 0.1900 0.0717 0.0597 0.008
C -2.294 -2.448 1.423 -0.0789 0.1003 -0.0551 0.025
C -1.141 -1.782 1.815 -0.5482 -0.3470 0.7689 -0.299
N -1.150 -0.465 2.169 -1.7265 -0.8886 0.1249 0.013
C 0.205 -2.416 1.594 1.2674 -1.2526 -0.2521 -0.266
C 0.873 -3.082 2.605 -0.5142 0.2816 0.0855 0.005
C 2.076 -3.708 2.327 0.2206 -0.1256 -0.0542 -0.020
C 2.580 -3.671 1.046 -0.1162 -0.0208 0.3778 0.000
C 1.889 -2.989 0.053 -0.7468 0.4107 0.0025 -0.280
C 2.442 -3.026 -1.342 -0.1440 -0.3042 0.1037 -0.028
N 0.713 -2.351 0.304 0.2429 -1.4777 1.6693 0.033
H 0.014 4.138 -1.702 -0.0946 0.0922 -0.0142 0.092
H -1.676 3.990 -2.227 0.0635 0.0568 0.0014 0.099
H -0.629 2.570 -2.191 -0.1390 -0.0226 0.0077 0.042
H -1.290 5.307 0.298 0.0226 -0.0424 -0.0657 0.128
H -2.009 4.839 2.617 0.0152 -0.0254 -0.0059 0.123
H -2.418 2.487 3.316 0.0121 -0.0473 -0.0226 0.130
H -4.227 0.282 0.982 0.0436 0.0324 0.0322 0.135
H -4.364 -2.201 0.896 -0.0088 0.0026 0.0828 0.127
H -2.260 -3.499 1.171 0.0607 0.0190 0.0353 0.136
H 0.453 -3.118 3.601 -0.0240 0.0474 -0.0072 0.127
H 2.606 -4.239 3.106 -0.0177 0.0401 0.0087 0.122
H 3.507 -4.177 0.812 -0.0051 0.0484 -0.0854 0.127
H 3.491 -2.735 -1.346 -0.0087 -0.0446 0.0271 0.099
H 1.909 -2.364 -1.992 -0.2482 0.2174 -0.2433 0.033
H 2.352 -4.041 -1.742 0.1065 0.0201 0.1169 0.099
O 1.307 0.802 1.311 0.2056 0.8660 0.4573 -0.656
C 2.220 2.013 -2.366 0.0495 0.1025 0.1380 -0.218
S 1.212 0.595 -1.902 2.1039 0.9277 -2.4910 0.679
C 1.138 -0.133 -3.551 -0.1955 -0.1073 0.0462 -0.218
O 2.053 -0.292 -1.042 -0.1360 0.1626 -0.8141 -0.585
H 3.162 1.670 -2.795 -0.0454 -0.1069 0.0407 0.072
H 2.419 2.598 -1.468 -0.0499 -0.1222 0.0619 0.070
H 1.678 2.624 -3.088 -0.0309 -0.0602 -0.0159 0.056
H 2.147 -0.339 -3.908 0.0324 0.0542 0.1154 0.073
H 0.631 0.555 -4.227 -0.0095 0.0204 0.0445 0.065
H 0.574 -1.064 -3.495 -0.0264 0.0454 0.0504 0.058
```
Forces are in eV/Å.

* energy: -1663.776174 a.u.
* E_HOMO: -10.94 eV
* total charge: +1
* energy relative to the best compared isomer or geometry (same formula, charge and spin): 100.59 kcal/mol

***

Among the records above, which one has the lowest energy?
C8H16AgN3OS3

***

Which value of energy does entry 4 give?
-361.844603 a.u.

***

What is the energy in the sixth record?
-397.404275 a.u.